The following is a quantum chemistry calculation of a single C3H4S2 molecule, from the OMol25 dataset.

XYZ file:
```
9
Properties=species:S:1:pos:R:3:lowdin_charge:R:1
S 0.1801 1.9659 -1.9682 0.579
C 0.2535 0.6719 -0.9664 -1.391
C -0.7203 0.3098 0.2378 -0.199
C 0.3145 -1.0610 0.5122 -0.360
S 1.3451 -0.4198 -0.8698 0.926
H -1.8523 0.1105 0.2874 0.115
H -0.2654 1.1838 1.0154 0.156
H -0.1905 -1.9621 0.1898 0.045
H 0.9354 -0.7990 1.5617 0.130
```

Summary:
Relative energy (zero: lowest compared OMol25 entry of this formula, charge and spin) ... 234.41 kJ/mol
SMILES string ... S=C1CCS1
M ... 104.199 g/mol
Orbital gap ... 8.457 eV
LUMO ... 0.08 eV
Calculated total energy ... -24843.212 eV